Entry from the Open Molecules 2025 dataset: 2 unconnected molecules or ions with the total composition C6H17NO at a distorted geometry (ωB97M-V with the def2-TZVPD basis set).

As for the energy: -368.7669 Eh. The molar mass comes out at 119.2 u. The HOMO-LUMO gap is 0.3593 Ha. The value obtained for the energy above the lowest of the compared OMol25 structures with the same formula, charge and spin is 89.2 kJ/mol.

```
25
C6H17NO, DFT ωB97M-V with the def2-TZVPD basis set
C -0.15089 1.19941 -0.92794
H 0.19595 -2.56324 0.08010
C 0.12828 0.41636 1.34804
H 0.18524 -2.28920 -1.64601
C -1.48837 1.88246 -0.67884
O -2.46824 -2.47930 -0.36099
C 0.81022 -2.21424 -0.74443
H -2.21688 1.14284 -0.33093
H 2.00028 1.37962 0.86816
H -0.14408 0.86314 -1.95796
H 1.65948 -0.37108 -1.40597
H -1.73766 -2.83861 0.15489
H -1.93119 2.23716 -1.59368
H -1.39696 2.64333 0.08375
C 1.22274 -0.76579 -0.48741
H 1.77596 1.00701 2.61604
H -2.36466 -1.50787 -0.30849
C 1.29653 1.33178 1.69380
H 0.69321 1.90032 -0.87548
H 1.00040 2.36006 1.86894
H 0.12029 -0.51654 1.91773
H -0.85340 0.83702 1.53831
H 1.62273 -2.89879 -1.01034
H 2.01216 -0.76500 0.25656
N 0.02887 0.00913 -0.09782
```

Here are the Löwdin charges for atoms 1 to 6, given in e:
1. C -0.275
2. H 0.048
3. C -0.230
4. H 0.077
5. C -0.082
6. O -0.074